{
  "formula": "C25H25Br2I2N4O2Ru",
  "method": "the ωB97M-V functional and the def2-TZVPD basis",
  "gap_ev": [8.59, 6.11],
  "s_squared": 8.7882,
  "total_charge": 2,
  "total_energy_ha": -7174.83023,
  "multiplicity": 6,
  "lumo_energy_ev": [-4.73, -7.72],
  "molar_mass_g_mol": 928.187,
  "elements": ["I", "I", "Ru", "Br", "Br", "O", "O", "N", "N", "N", "N", "C", "C", "C", "C", "C", "C", "C", "C", "C", "C", "C", "C", "C", "C", "C", "C", "C", "C", "C", "C", "C", "C", "C", "C", "C", "H", "H", "H", "H", "H", "H", "H", "H", "H", "H", "H", "H", "H", "H", "H", "H", "H", "H", "H", "H", "H", "H", "H", "H", "H"],
  "xyz": [[4.56, 0.10, 17.64], [-0.49, -2.69, 15.83], [-2.05, -3.37, 20.56], [-2.90, 0.88, 20.23], [-3.97, -2.00, 19.29], [-3.05, -5.11, 20.18], [-0.42, -3.24, 18.87], [-0.56, -1.65, 21.32], [-3.12, -8.33, 18.99], [-3.65, -7.26, 19.70], [-3.00, -2.41, 22.33], [-5.02, -1.68, 23.54], [0.84, -2.11, 17.30], [-5.56, -6.67, 21.13], [-7.67, -6.21, 20.07], [1.98, -1.37, 17.03], [-0.88, -8.98, 18.03], [-4.29, -2.53, 22.69], [1.26, -1.84, 19.73], [-4.29, -0.65, 24.07], [-2.32, -1.48, 22.95], [0.84, -2.01, 21.12], [0.51, -2.43, 18.63], [-1.82, -8.01, 18.69], [2.82, -0.87, 17.98], [-3.36, -0.19, 18.72], [-3.74, -9.71, 18.90], [-5.80, -6.90, 18.70], [-5.05, -7.03, 19.88], [2.32, -1.04, 19.33], [-2.95, -0.56, 23.78], [-6.86, -6.19, 21.20], [-2.73, -6.27, 19.78], [-0.83, -1.46, 22.74], [-1.56, -6.70, 19.20], [-7.13, -6.53, 18.83], [-4.23, 0.18, 18.18], [-0.42, -2.23, 23.31], [-0.46, -0.49, 23.02], [2.90, -0.48, 20.16], [-0.81, -0.82, 20.78], [-4.20, -9.85, 17.91], [-0.11, -9.38, 18.70], [-0.62, -6.22, 19.24], [-2.22, 0.12, 24.17], [-4.96, -6.89, 21.97], [-4.73, -3.38, 22.26], [-8.71, -5.83, 20.01], [-3.04, -10.48, 19.20], [-4.59, -9.75, 19.54], [-5.49, -7.30, 17.76], [-1.36, -9.91, 17.67], [-6.12, -1.79, 23.70], [2.18, -1.20, 15.99], [-4.75, 0.03, 24.83], [0.95, -3.05, 21.42], [1.50, -1.37, 21.73], [-2.61, -0.28, 17.95], [-7.30, -6.10, 22.19], [-0.32, -8.41, 17.28], [-7.79, -6.47, 18.01]],
  "lowdin_spin": [0.124, 0.057, 3.422, 0.001, 0.083, 0.151, 0.306, 0.078, 0.008, 0.011, 0.079, 0.003, 0.174, 0.000, 0.000, -0.010, 0.000, 0.011, 0.077, 0.001, 0.012, 0.019, 0.107, -0.001, 0.200, 0.011, 0.001, 0.000, 0.001, 0.015, 0.002, 0.000, 0.020, 0.009, 0.011, 0.000, 0.003, 0.001, 0.001, -0.002, 0.004, 0.000, 0.000, 0.002, 0.001, 0.000, 0.001, 0.000, 0.000, 0.000, 0.000, 0.000, 0.000, -0.003, 0.000, 0.007, 0.002, 0.000, 0.000, 0.000, 0.000]
}

***

{
  "formula": "C25H25N2PPtSe2",
  "method": "the ωB97M-V functional and the def2-TZVPD basis",
  "gap_ev": [6.36, 5.76],
  "s_squared": 6.0680,
  "total_charge": 0,
  "total_energy_ha": -6340.59321,
  "multiplicity": 5,
  "lumo_energy_ev": [0.35, -1.59],
  "molar_mass_g_mol": 737.461,
  "elements": ["Pt", "Se", "Se", "P", "N", "N", "C", "C", "C", "C", "C", "C", "C", "C", "C", "C", "C", "C", "C", "C", "C", "C", "C", "C", "C", "C", "C", "C", "C", "C", "C", "H", "H", "H", "H", "H", "H", "H", "H", "H", "H", "H", "H", "H", "H", "H", "H", "H", "H", "H", "H", "H", "H", "H", "H", "H"],
  "xyz": [[0.32, 0.57, 1.47], [0.50, 2.58, 2.75], [0.65, -2.41, 0.20], [-0.74, -0.81, -0.02], [3.78, 0.96, -1.40], [1.78, 1.07, 0.03], [-3.05, 0.58, 3.27], [-4.25, 0.43, 3.92], [4.39, 2.15, -1.99], [-0.83, 1.79, -3.16], [2.71, 1.03, -0.65], [-3.36, -1.42, 5.19], [-0.90, 0.94, -4.26], [-3.48, -0.40, -0.09], [6.58, 0.91, -1.91], [-0.83, -0.97, -2.80], [-0.76, -0.12, -1.69], [-2.46, -1.25, 0.33], [-5.09, -1.81, 0.99], [-0.90, -0.44, -4.07], [-4.08, -2.66, 1.41], [-0.76, 1.26, -1.88], [-1.96, -0.29, 3.55], [4.42, -0.34, -1.65], [-0.74, -0.17, 2.90], [-4.43, -0.56, 4.88], [-4.79, -0.68, 0.24], [5.88, -0.27, -1.24], [-2.76, -2.38, 1.07], [5.86, 2.22, -1.58], [-2.15, -1.29, 4.54], [4.33, -0.56, -2.72], [6.37, -1.21, -1.52], [5.92, 2.42, -0.51], [-1.96, -3.03, 1.41], [-2.91, 1.35, 2.52], [4.30, 2.07, -3.08], [3.87, -1.10, -1.11], [-0.95, -1.10, -4.93], [-3.25, 0.49, -0.66], [-3.49, -2.19, 5.94], [-5.07, 1.09, 3.68], [-0.83, 2.86, -3.31], [-5.38, -0.67, 5.39], [-4.31, -3.53, 2.01], [-5.59, -0.02, -0.08], [-0.70, 1.92, -1.02], [6.33, 3.06, -2.10], [6.59, 0.77, -2.99], [-0.95, 1.35, -5.26], [3.83, 3.02, -1.67], [-1.33, -1.96, 4.78], [-0.82, -2.04, -2.65], [7.62, 0.97, -1.59], [5.95, -0.18, -0.16], [-6.12, -2.03, 1.26]],
  "lowdin_spin": [0.520, 1.207, 0.384, 0.088, 0.002, 0.034, 0.150, -0.003, 0.000, 0.000, 0.004, -0.007, 0.000, 0.005, 0.000, 0.004, 0.012, 0.010, 0.006, 0.001, 0.001, 0.003, 0.174, 0.000, 1.078, 0.147, 0.001, 0.000, 0.008, 0.000, 0.140, 0.000, 0.000, 0.000, 0.002, 0.006, 0.000, 0.000, 0.000, 0.000, -0.004, -0.003, 0.000, 0.010, 0.000, 0.000, 0.001, 0.000, 0.000, 0.000, 0.000, 0.011, 0.003, 0.000, 0.000, 0.000]
}

***

{
  "formula": "C25H25N4O5S",
  "method": "the ωB97M-V functional and the def2-TZVPD basis",
  "gap_ev": 5.94,
  "total_charge": -1,
  "total_energy_ha": -1961.09916,
  "lumo_energy_ev": 1.67,
  "molar_mass_g_mol": 493.565,
  "elements": ["S", "O", "O", "O", "O", "O", "N", "N", "N", "N", "C", "C", "C", "C", "C", "C", "C", "C", "C", "C", "C", "C", "C", "C", "C", "C", "C", "C", "C", "C", "C", "C", "C", "C", "C", "H", "H", "H", "H", "H", "H", "H", "H", "H", "H", "H", "H", "H", "H", "H", "H", "H", "H", "H", "H", "H", "H", "H", "H", "H"],
  "xyz": [[5.69, 1.23, 3.43], [-2.93, -2.91, -4.80], [3.23, -2.75, 1.70], [0.78, 0.72, 3.66], [-2.01, -1.43, -6.13], [0.88, -0.49, -0.57], [-2.11, -1.97, -5.01], [4.27, -0.88, 2.56], [-4.53, 0.27, 2.84], [3.02, 0.97, 3.24], [-1.48, -2.20, -2.69], [-2.33, 0.55, 1.91], [-4.97, 1.47, 2.15], [-1.63, -2.00, 2.80], [1.82, -0.92, 2.24], [-0.68, -1.23, 2.08], [-5.60, -0.58, 3.33], [-5.08, -1.53, 4.39], [3.12, -1.59, 2.13], [3.00, 2.30, 3.86], [0.23, -0.76, -1.62], [-1.31, -1.54, -3.92], [-2.63, 1.92, 1.42], [-2.90, -1.52, 3.10], [5.58, -1.50, 2.36], [0.71, -1.63, 1.88], [1.78, 0.29, 3.10], [-0.76, -1.82, -1.59], [-1.08, 0.04, 1.64], [4.27, 0.41, 3.05], [-3.86, 2.51, 2.08], [-0.38, -0.50, -4.02], [-3.28, -0.23, 2.63], [-3.89, -2.34, 3.87], [0.37, -0.09, -2.93], [0.88, -2.64, 1.52], [-5.90, -2.19, 4.69], [-1.33, -2.99, 3.16], [-5.83, 1.87, 2.70], [-4.20, 3.38, 1.51], [1.97, 2.63, 3.97], [-0.88, -2.33, -0.63], [6.10, -1.51, 3.32], [-5.31, 1.22, 1.14], [-0.38, 0.63, 1.06], [-6.38, 0.09, 3.72], [6.16, -0.87, 1.68], [3.58, 2.97, 3.22], [-6.04, -1.15, 2.50], [-4.79, -0.96, 5.29], [-0.27, -0.04, -5.00], [-2.75, 1.87, 0.32], [1.09, 0.72, -3.06], [-4.28, -3.15, 3.24], [-3.60, 2.86, 3.08], [3.50, 2.25, 4.83], [-3.39, -2.82, 4.72], [-2.19, -3.01, -2.58], [-1.75, 2.55, 1.60], [5.45, -2.50, 1.97]],
  "lowdin_charge": [0.675, -0.028, 0.053, 0.086, -0.013, -0.070, -0.361, -0.052, -0.094, -0.054, -0.033, -0.136, -0.165, 0.027, -0.043, -0.199, -0.173, -0.177, -0.330, -0.087, -0.427, -0.219, -0.151, -0.148, -0.083, 0.070, -0.321, -0.023, -0.001, -0.700, -0.174, -0.041, -0.103, -0.157, -0.021, 0.136, 0.109, 0.124, 0.115, 0.109, 0.084, 0.094, 0.069, 0.133, 0.125, 0.117, 0.074, 0.069, 0.131, 0.118, 0.104, 0.132, 0.091, 0.121, 0.120, 0.074, 0.115, 0.105, 0.124, 0.082]
}

***

{
  "formula": "C25H25O13",
  "method": "the ωB97M-V functional and the def2-TZVPD basis",
  "gap_ev": 1.61,
  "total_charge": -1,
  "total_energy_ha": -1945.39897,
  "lumo_energy_ev": -0.11,
  "molar_mass_g_mol": 533.462,
  "elements": ["O", "O", "O", "O", "O", "O", "O", "O", "O", "O", "O", "O", "O", "C", "C", "C", "C", "C", "C", "C", "C", "C", "C", "C", "C", "C", "C", "C", "C", "C", "C", "C", "C", "C", "C", "C", "C", "C", "H", "H", "H", "H", "H", "H", "H", "H", "H", "H", "H", "H", "H", "H", "H", "H", "H", "H", "H", "H", "H", "H", "H", "H", "H"],
  "xyz": [[1.23, 1.99, 1.97], [-4.05, -3.20, -5.46], [0.57, -0.52, -3.57], [-2.56, -2.88, -3.17], [3.86, 1.40, 5.42], [2.78, 0.05, -5.09], [-5.76, -5.00, -0.42], [-1.64, -2.78, -7.09], [2.92, 5.88, 4.23], [0.61, -2.29, -8.58], [-7.21, -5.40, -2.72], [4.32, 6.93, 6.34], [5.19, 2.45, 7.59], [-4.12, -3.93, -1.74], [0.41, 0.79, 5.01], [1.75, -1.10, -6.88], [-1.16, 0.68, -0.08], [3.36, 3.62, 4.77], [0.59, -0.01, 3.56], [4.69, 3.26, 6.81], [-0.59, -1.65, -5.29], [-0.57, -2.09, -6.55], [-6.15, -4.80, -2.84], [-0.10, -0.28, -0.49], [1.72, -0.66, -5.62], [4.22, 5.56, 6.16], [4.79, 4.71, 7.01], [0.61, -1.86, -7.43], [0.56, -0.92, -4.73], [-5.30, -4.56, -1.64], [-3.64, -3.45, -3.05], [3.45, 5.07, 4.98], [-4.50, -3.67, -4.24], [3.94, 2.77, 5.62], [1.64, 0.70, 2.53], [-5.67, -4.30, -4.14], [-0.92, 2.19, 0.53], [-0.21, 2.23, 2.01], [1.10, -1.05, 3.87], [3.82, 7.33, 5.59], [-1.44, -1.82, -4.64], [0.11, -0.40, -1.66], [2.81, 3.28, 3.90], [1.89, -0.04, 1.63], [-3.18, -2.78, -5.27], [5.36, 5.05, 7.87], [-6.31, -4.47, -5.00], [2.53, 0.26, -4.17], [-1.38, -2.99, -8.01], [1.26, 0.51, 5.79], [2.67, 0.82, 3.11], [-2.01, 2.66, 0.67], [-0.39, 2.90, -0.26], [0.46, 1.97, 4.84], [-2.29, 0.31, -0.24], [-0.32, 3.36, 2.37], [4.36, 1.00, 6.17], [-3.49, -3.74, -0.88], [-6.63, -5.43, -0.61], [-0.68, 0.60, 5.45], [2.59, -0.92, -7.53], [0.52, -0.98, 0.21], [-0.45, -0.32, 3.08]],
  "lowdin_charge": [-0.297, 0.078, 0.088, 0.102, 0.058, 0.079, 0.075, 0.065, 0.108, 0.084, 0.091, 0.066, 0.087, 0.086, -0.157, 0.068, -0.155, 0.091, -0.258, -0.314, 0.086, -0.203, -0.314, -0.076, -0.207, -0.214, 0.067, -0.318, -0.281, -0.211, -0.286, -0.303, -0.199, -0.208, -0.263, 0.072, -0.273, -0.288, 0.096, 0.113, 0.098, 0.025, 0.130, 0.093, 0.079, 0.131, 0.134, 0.121, 0.117, 0.055, 0.105, 0.088, 0.092, 0.068, 0.082, 0.047, 0.114, 0.142, 0.113, 0.069, 0.133, 0.040, 0.095]
}